[1]
{
  "formula": "C30H65I2NOP",
  "method": "ωB97M-V with the def2-TZVPD basis set",
  "homo_lumo_gap_ha": 0.3275,
  "charge": 1,
  "e_homo_ha": -0.4416,
  "lumo_ha": -0.1141,
  "species": ["C", "C", "C", "C", "C", "C", "C", "C", "C", "C", "C", "C", "C", "P", "N", "C", "O", "C", "C", "I", "C", "C", "I", "H", "H", "H", "H", "H", "H", "H", "H", "H", "H", "H", "H", "H", "H", "H", "H", "H", "H", "H", "H", "H", "H", "H", "H", "H", "H", "H", "H", "H", "H", "H", "H", "H", "H", "H", "H", "H", "C", "C", "C", "C", "C", "C", "H", "H", "H", "H", "H", "H", "H", "H", "H", "H", "H", "H", "H", "H", "C", "C", "C", "C", "C", "C", "H", "H", "H", "H", "H", "H", "H", "H", "H", "H", "H", "H", "H", "H"],
  "positions_angstrom": [[-1.964547, -4.715486, -3.453989], [-2.063235, -3.327279, -4.107513], [-0.710186, -2.749600, -4.539237], [-0.737807, -1.258837, -4.872417], [0.626994, -0.576639, -5.048917], [1.615738, -0.785930, -3.879687], [2.791264, -1.733273, -4.166192], [3.370033, -2.462798, -2.935591], [4.843983, -2.150941, -2.651430], [5.078200, -0.739475, -2.091750], [5.409020, -0.657334, -0.585477], [4.714565, -1.647666, 0.374876], [3.927117, -0.990791, 1.543398], [2.185287, -0.907389, 1.193884], [1.980477, -0.011274, -0.197232], [1.622247, -2.620073, 0.934576], [0.604966, -2.871365, 1.848337], [0.016329, -4.154821, 1.705681], [1.214085, -0.167747, 2.501542], [2.283933, 0.243509, 4.261169], [-0.145254, 0.111288, 2.422093], [-1.011486, 0.789756, 3.450432], [-1.290192, -0.409724, 0.744544], [-2.588990, -5.456802, -3.960662], [-0.933703, -5.084921, -3.475478], [-2.287045, -4.693419, -2.409146], [-2.524811, -2.621198, -3.409557], [-2.729594, -3.374716, -4.971802], [0.010679, -2.946930, -3.738848], [-0.357126, -3.296948, -5.419569], [-1.312633, -0.721095, -4.105281], [-1.302584, -1.148293, -5.804671], [1.076678, -0.935374, -5.984879], [0.460114, 0.495097, -5.183310], [2.026824, 0.184593, -3.581392], [1.059099, -1.147847, -3.008854], [2.486846, -2.473561, -4.910889], [3.588266, -1.144373, -4.638555], [2.771798, -2.184229, -2.054203], [3.237931, -3.540197, -3.058365], [5.246083, -2.879811, -1.936017], [5.405585, -2.277056, -3.577698], [5.922252, -0.279644, -2.615049], [4.219793, -0.101722, -2.348805], [5.204923, 0.366748, -0.244835], [6.490053, -0.783085, -0.475691], [4.084255, -2.337433, -0.187245], [5.469434, -2.279810, 0.848117], [4.262982, 0.036109, 1.717682], [4.078072, -1.535286, 2.481757], [2.795010, -0.059965, -0.802146], [1.826734, 0.963816, 0.032057], [1.303813, -2.717288, -0.111563], [2.495083, -3.271209, 1.091252], [-0.252155, -4.344259, 0.662423], [0.703077, -4.929283, 2.057952], [-0.886110, -4.154141, 2.317959], [-1.429274, 1.710383, 3.026050], [-0.456896, 1.034360, 4.353477], [-1.860691, 0.144996, 3.700601], [2.774136, 5.474796, 4.210884], [2.924166, 5.872701, 2.745052], [1.651644, 5.674370, 1.922546], [1.154941, 4.230075, 1.858554], [2.176099, 3.236134, 1.312069], [2.599321, 3.497187, -0.131570], [2.531471, 4.415602, 4.321447], [3.695295, 5.656820, 4.763843], [1.979780, 6.049621, 4.689923], [3.751006, 5.312812, 2.297980], [3.210847, 6.924182, 2.685445], [1.814722, 6.053111, 0.910506], [0.854045, 6.290253, 2.346110], [0.254405, 4.193591, 1.237041], [0.847194, 3.905647, 2.856935], [1.729792, 2.238060, 1.390187], [3.058389, 3.215672, 1.958486], [1.736814, 3.482483, -0.801672], [3.312194, 2.745671, -0.483853], [3.083388, 4.466893, -0.235593], [-9.108855, 0.057374, 2.657621], [-8.321920, 0.199521, 1.358090], [-7.025673, -0.608769, 1.335132], [-6.008327, -0.217870, 2.408416], [-5.581394, 1.249114, 2.383187], [-4.898842, 1.659611, 1.081484], [-8.540490, 0.415162, 3.517320], [-10.035513, 0.629549, 2.619921], [-9.369505, -0.986609, 2.841428], [-8.106255, 1.255818, 1.175404], [-8.945893, -0.127256, 0.523330], [-6.567978, -0.519785, 0.345825], [-7.267321, -1.668718, 1.458563], [-5.118691, -0.847303, 2.287799], [-6.410095, -0.453628, 3.396850], [-4.897847, 1.424759, 3.219419], [-6.444316, 1.894365, 2.563967], [-4.017071, 1.037765, 0.911256], [-4.578483, 2.702154, 1.112488], [-5.560483, 1.546747, 0.222260]],
  "atomic_forces_ev_per_a": [[0.0, -0.1, 0.0], [0.0, 0.2, 0.0], [0.1, -0.1, 0.0], [-0.2, 0.0, 0.0], [0.2, -0.2, -0.1], [-0.1, 0.1, 0.1], [0.1, 0.1, -0.2], [-0.1, 0.1, 0.2], [0.0, -0.1, 0.2], [0.0, 0.1, -0.1], [0.0, 0.3, 0.0], [0.1, 0.0, 0.1], [0.4, 0.0, 0.3], [-0.4, 0.3, -0.2], [0.3, -0.1, 0.4], [0.1, -0.2, -0.1], [-0.1, 0.1, 0.2], [-0.1, -0.1, 0.0], [-2.3, 0.6, 0.0], [-0.1, 0.1, -0.1], [1.9, -0.4, 0.1], [0.3, -0.1, -0.1], [0.2, 0.0, -0.1], [0.1, 0.1, 0.1], [-0.1, 0.0, 0.0], [0.1, 0.0, -0.1], [0.0, 0.0, 0.0], [0.0, 0.1, 0.0], [0.1, 0.0, 0.0], [0.1, -0.1, 0.1], [0.1, -0.1, 0.0], [0.0, 0.2, 0.1], [0.0, 0.1, 0.2], [0.0, -0.1, -0.1], [0.0, 0.0, 0.0], [0.0, 0.0, 0.0], [0.0, 0.0, 0.1], [-0.1, -0.1, 0.0], [0.0, -0.1, 0.0], [0.1, 0.0, 0.0], [0.0, 0.0, -0.2], [0.0, -0.1, 0.0], [-0.1, 0.0, 0.1], [0.0, -0.1, 0.1], [0.1, -0.1, -0.1], [-0.1, 0.0, 0.0], [-0.1, 0.0, 0.0], [-0.1, 0.0, -0.1], [0.1, -0.1, 0.0], [-0.1, 0.0, -0.1], [-0.1, -0.1, -0.3], [-0.2, 0.2, -0.1], [-0.1, 0.0, 0.0], [-0.1, -0.1, 0.0], [0.0, 0.0, 0.0], [0.0, 0.0, 0.0], [0.1, 0.0, -0.1], [0.1, -0.1, 0.0], [0.0, 0.0, 0.0], [0.2, 0.0, 0.0], [0.0, 0.0, -0.1], [0.0, 0.0, 0.0], [0.0, 0.0, 0.0], [0.0, 0.0, 0.0], [0.0, -0.1, 0.0], [0.0, 0.0, 0.1], [0.0, 0.0, 0.0], [0.0, 0.0, 0.0], [0.0, 0.0, 0.0], [0.0, 0.0, 0.0], [0.0, 0.0, 0.0], [0.0, 0.0, 0.0], [0.0, 0.0, 0.0], [0.0, 0.0, 0.0], [0.0, 0.0, 0.0], [0.0, 0.0, 0.1], [0.0, 0.0, 0.0], [0.0, 0.0, 0.0], [0.0, 0.0, 0.0], [0.0, 0.0, 0.0], [0.0, 0.0, 0.0], [0.0, 0.0, 0.0], [0.0, 0.0, 0.0], [0.0, 0.0, 0.0], [0.0, 0.0, 0.0], [0.0, 0.0, 0.1], [0.0, 0.0, 0.0], [0.0, 0.0, 0.0], [0.0, 0.0, 0.0], [0.0, 0.0, 0.0], [0.0, 0.0, 0.0], [0.0, 0.0, 0.0], [0.0, 0.0, 0.0], [0.0, 0.0, 0.0], [0.0, 0.0, 0.0], [0.0, 0.0, 0.0], [0.0, 0.0, 0.0], [0.0, 0.0, -0.1], [0.0, 0.0, 0.0], [0.0, 0.0, 0.0]],
  "mulliken_charge": [-1.117, -0.427, -0.128, -0.832, -1.119, 0.032, -1.032, 0.219, -1.403, -0.336, -1.137, 0.022, -1.445, 0.956, 0.266, -1.059, -0.093, -0.774, -0.866, 0.127, 0.582, -1.427, 0.248, 0.318, 0.338, 0.226, 0.322, 0.328, 0.067, 0.232, 0.324, 0.442, 0.422, 0.338, 0.356, 0.052, 0.430, 0.474, -0.439, 0.562, 0.568, 0.406, 0.437, 0.180, 0.331, 0.414, 0.075, 0.371, 0.401, 0.597, -0.209, -0.032, 0.597, 0.594, 0.309, 0.312, 0.266, 0.328, 0.516, 0.379, -1.103, -0.306, -0.916, -0.921, 1.703, -1.420, 0.190, 0.383, 0.305, 0.196, 0.408, 0.319, 0.424, 0.408, 0.278, -1.141, 0.221, 0.335, 0.324, 0.455, -1.191, -0.374, -0.716, -0.551, -0.378, -1.004, 0.279, 0.380, 0.298, 0.230, 0.370, 0.299, 0.380, 0.255, 0.337, 0.323, 0.293, 0.039, 0.361, 0.337]
}

=====

[2]
{
  "formula": "H18O9",
  "method": "ωB97M-V with the def2-TZVPD basis set",
  "homo_lumo_gap_ha": 0.3810,
  "e_above_lowest_kj_mol": 182.2,
  "charge": 0,
  "e_homo_ha": -0.3804,
  "lumo_ha": 0.0006,
  "smiles": "O.O.O.O.O.O.O.O.O",
  "species": ["O", "H", "H", "O", "H", "H", "O", "H", "H", "O", "H", "H", "O", "H", "H", "O", "H", "H", "O", "H", "H", "O", "H", "H", "O", "H", "H"],
  "positions_angstrom": [[7.692335, -13.264627, -18.314586], [8.173390, -12.428607, -18.389044], [7.535902, -13.377971, -17.371337], [4.137345, -9.811855, -20.586786], [4.552332, -10.684552, -20.592567], [3.200348, -9.992997, -20.696973], [6.404390, -10.885108, -22.584861], [7.230737, -11.175161, -22.987739], [6.063610, -10.201502, -23.168740], [8.695425, -16.106841, -19.230489], [9.480215, -16.360397, -18.734756], [8.334096, -15.332721, -18.774148], [10.196987, -13.958354, -21.199531], [9.485852, -14.166028, -20.584211], [10.034684, -14.540859, -21.948918], [7.124269, -13.364602, -21.131655], [6.714089, -12.508587, -21.325294], [7.326072, -13.316964, -20.185935], [9.653383, -11.081706, -20.965784], [9.770552, -12.023924, -21.162133], [10.259181, -10.628221, -21.558076], [4.136738, -12.770977, -20.114923], [3.226923, -13.079942, -20.162354], [4.673159, -13.573166, -20.148587], [6.807090, -16.102131, -21.319107], [7.300986, -16.133530, -20.484749], [6.923925, -15.186497, -21.610413]],
  "atomic_forces_ev_per_a": [[0.3, 0.0, 0.1], [0.0, 0.0, 0.0], [-0.1, 0.0, 0.0], [0.1, 0.1, -0.1], [-0.1, 0.0, 0.0], [0.0, 0.0, 0.0], [0.2, -0.2, -0.1], [0.0, 0.1, 0.0], [-0.1, 0.0, 0.1], [0.0, 0.4, 0.3], [0.0, 0.0, -0.1], [0.2, 0.0, 0.1], [0.1, 0.2, 0.0], [0.0, -0.2, -0.1], [-0.1, 0.0, 0.0], [0.0, 0.4, 0.2], [0.0, 0.0, -0.2], [-0.2, -0.1, -0.1], [-0.2, 0.0, 0.0], [0.1, -0.1, -0.1], [0.0, 0.0, 0.1], [0.0, -0.1, 0.1], [0.0, 0.0, 0.0], [0.1, 0.1, -0.1], [0.0, 0.0, 0.1], [-0.1, -0.3, -0.5], [-0.2, -0.1, 0.1]],
  "mulliken_charge": [-0.647, 0.308, 0.272, -0.630, 0.347, 0.286, -0.581, 0.282, 0.262, -0.688, 0.305, 0.311, -0.699, 0.309, 0.343, -0.548, 0.322, 0.303, -0.623, 0.397, 0.290, -0.594, 0.281, 0.319, -0.666, 0.370, 0.370]
}